Record 1
Density functional theory data (ωB97M-V with the def2-TZVPD basis set) for 2 unconnected molecules or ions with the total composition CH11N2Si2 at a distorted geometry.

Cartesian coordinates (Å):
C1 0.579 0.329 -0.286
N1 -0.634 -0.996 1.733
N2 1.787 0.106 0.154
Si1 -0.592 1.841 0.375
Si2 0.075 -0.421 -2.027
H1 -0.777 -2.001 2.118
H2 0.253 -0.743 2.019
H3 2.364 -0.686 -0.257
H4 -1.332 -0.413 2.114
H5 2.135 0.530 0.996
H6 -0.101 2.609 -0.751
H7 -1.901 1.265 0.611
H8 0.203 2.094 1.597
H9 -0.021 0.789 -2.737
H10 -1.179 -1.050 -1.618
H11 0.834 -1.442 -2.505

energy relative to the best compared isomer or geometry (same formula, charge and spin): 35.40 kcal per mole
E_LUMO: -4.22 eV
M: 107.3 u
net charge: +1
highest occupied orbital energy: -14.3 eV

These are the natural (NBO) partial charges, in e, on atoms 1 to 6:
1. C -0.1816
2. N -1.0615
3. N -0.6965
4. Si 0.8504
5. Si 0.8623
6. H 0.4009

Record 2
Density functional theory data (ωB97M-V with the def2-TZVPD basis set) for 4 unconnected molecules or ions with the total composition CH11N3O3 at a distorted geometry.

Cartesian coordinates (Å):
N1 0.092 -2.297 -0.224
C1 0.980 -1.402 0.422
N2 2.287 -1.831 0.566
N3 0.714 -0.227 0.790
H1 0.184 -2.288 -1.229
H2 0.254 -3.228 0.145
H3 2.847 -1.218 1.133
H4 2.734 -2.641 0.185
H5 -0.209 0.174 0.748
H6 -0.335 -0.095 -2.434
H7 0.030 1.061 -1.395
O1 -0.291 0.840 -2.268
H8 -2.706 1.306 -0.346
H9 -2.780 1.764 1.110
O2 -2.289 1.171 0.533
H10 -1.236 2.733 0.915
H11 0.268 2.836 0.762
O3 -0.546 3.341 0.586

energy relative to the best compared isomer or geometry (same formula, charge and spin): 30.22 kcal per mole
E_LUMO: 0.52 eV
M: 113.1 u
highest occupied orbital energy: -9.3 eV
SMILES: N=C(N)N.O.O.O

These are the natural (NBO) partial charges, in e, on atoms 1 to 6:
1. N -0.8747
2. C 0.5730
3. N -0.8429
4. N -0.7781
5. H 0.3762
6. H 0.3700

Record 3
Density functional theory data (ωB97M-V with the def2-TZVPD basis set) for 2 unconnected molecules or ions with the total composition CH11N7 at a distorted geometry.

Cartesian coordinates (Å):
C1 -1.636 -0.733 1.005
N1 -0.250 -0.171 0.975
N2 -0.193 1.027 0.470
N3 1.015 -0.870 -1.923
N4 0.784 -0.993 0.774
N5 1.070 1.521 0.334
N6 1.798 0.250 -2.256
N7 -2.702 0.208 0.969
H1 0.076 -0.672 -2.266
H2 0.944 -1.051 -0.701
H3 0.598 -1.898 1.192
H4 1.093 2.505 0.568
H5 1.785 0.944 0.777
H6 2.776 0.002 -2.133
H7 1.594 1.067 -1.659
H8 -2.603 0.904 1.700
H9 -2.736 0.689 0.074
H10 -1.720 -1.422 0.163
H11 -1.693 -1.305 1.937

energy relative to the best compared isomer or geometry (same formula, charge and spin): 20.02 kcal per mole
E_LUMO (spin up / spin down): 0.30 / 0.30 eV
M: 121.1 u
highest occupied orbital energy (spin up / spin down): -7.4 / -7.4 eV

These are the natural (NBO) partial charges, in e, on atoms 1 to 6:
1. C -0.0709
2. N 0.0589
3. N -0.0876
4. N -0.7076
5. N -0.6783
6. N -0.6344

Record 4
Density functional theory data (ωB97M-V with the def2-TZVPD basis set) for 4 unconnected molecules or ions with the total composition CH11NO3 at a distorted geometry.

Cartesian coordinates (Å):
C1 -0.159 -1.728 -1.504
N1 0.320 -0.465 -0.913
H1 -0.888 -1.430 -2.251
H2 -0.552 -2.449 -0.790
H3 0.644 -2.180 -2.081
H4 -0.513 0.032 -0.632
H5 0.949 -0.533 -0.133
H6 -1.742 0.164 2.423
H7 -2.019 0.983 1.173
O1 -1.427 0.893 1.923
H8 -0.652 -3.821 3.478
H9 -0.963 -2.919 2.302
O2 -1.247 -3.118 3.200
H10 2.103 5.133 -1.790
H11 3.456 5.896 -1.976
O3 2.691 5.542 -2.429

energy relative to the best compared isomer or geometry (same formula, charge and spin): 26.45 kcal per mole
E_LUMO: 0.44 eV
M: 85.1 u
highest occupied orbital energy: -9.3 eV
SMILES: CN.O.O.O

These are the natural (NBO) partial charges, in e, on atoms 1 to 6:
1. C -0.4130
2. N -0.8363
3. H 0.1949
4. H 0.1585
5. H 0.1902
6. H 0.3460

Record 5
Density functional theory data (ωB97M-V with the def2-TZVPD basis set) for 5 unconnected molecules or ions with the total composition CH11NO4 at a distorted geometry.

Cartesian coordinates (Å):
C1 -0.413 -0.982 2.037
N1 -1.313 -1.322 1.240
H1 0.650 -1.036 1.781
H2 -0.474 -0.690 3.092
H3 -2.255 -1.373 1.609
H4 1.837 1.318 -0.534
H5 0.720 2.227 -1.132
O1 1.064 1.858 -0.317
H6 1.438 -0.671 -2.069
H7 1.944 0.618 -2.705
O2 2.210 -0.070 -2.088
H8 -0.776 1.030 0.788
H9 -1.416 2.362 1.125
O3 -1.566 1.414 1.204
H10 -0.538 -1.111 -0.703
H11 -0.842 -2.169 -1.735
O4 -0.270 -1.403 -1.592

energy relative to the best compared isomer or geometry (same formula, charge and spin): 23.91 kcal per mole
E_LUMO: 0.68 eV
M: 101.1 u
highest occupied orbital energy: -10.4 eV
SMILES: C=N.O.O.O.O

These are the natural (NBO) partial charges, in e, on atoms 1 to 6:
1. C -0.0121
2. N -0.6496
3. H 0.1582
4. H 0.1547
5. H 0.3600
6. H 0.5034

Record 6
Density functional theory data (ωB97M-V with the def2-TZVPD basis set) for 5 unconnected molecules or ions with the total composition CH11NO4.

Cartesian coordinates (Å):
C1 4.764 3.327 0.786
N1 3.944 4.263 0.551
H1 4.965 2.641 -0.032
H2 5.234 3.196 1.762
H3 3.884 4.852 1.380
H4 -0.407 -0.330 0.029
H5 0.244 -1.678 -0.247
O1 -0.590 -1.206 -0.327
H6 -0.565 2.450 0.435
H7 -1.945 1.925 0.036
O2 -1.064 2.110 -0.316
H8 -3.221 -3.557 0.876
H9 -2.394 -2.363 0.612
O3 -2.368 -3.180 1.133
H10 -3.110 -4.520 -2.305
H11 -2.148 -3.748 -1.401
O4 -3.067 -3.786 -1.686

energy relative to the best compared isomer or geometry (same formula, charge and spin): 32.88 kcal per mole
E_LUMO: 0.53 eV
M: 101.1 u
highest occupied orbital energy: -10.5 eV
SMILES: C=N.O.O.O.O

These are the natural (NBO) partial charges, in e, on atoms 1 to 6:
1. C -0.0547
2. N -0.5830
3. H 0.1647
4. H 0.1495
5. H 0.3237
6. H 0.4825